[1]
Computed, not measured: C18H20N4O5S in the gas phase, with the ωB97M-V functional and the def2-TZVPD basis.

Geometry (Å):
C1 -2.66154 1.99375 -2.62079
C2 -1.70581 1.94515 -1.43780
O1 -0.86959 0.78731 -1.49443
C3 -1.35409 -0.33830 -0.96707
O2 -2.44376 -0.40317 -0.43218
C4 -0.41195 -1.46889 -1.08418
C5 0.63929 -1.40058 -1.99845
C6 1.55122 -2.42905 -2.10731
C7 1.41900 -3.55028 -1.30074
C8 0.38384 -3.64200 -0.39158
C9 -0.54242 -2.60818 -0.26570
N1 -1.55102 -2.67503 0.69462
C10 -1.29559 -3.03742 1.99392
O3 -0.37403 -3.74157 2.33996
C11 -2.39174 -2.64274 2.97760
S1 -2.96012 -0.90719 2.86945
C12 -1.46237 -0.13795 2.44814
N2 -1.48256 1.16133 2.17305
C13 -0.37344 1.64826 1.64930
C14 0.75830 0.88117 1.38643
C15 1.91076 1.38228 0.64083
O4 2.92002 0.73808 0.42169
O5 1.73431 2.62687 0.18954
C16 2.80548 3.17617 -0.57856
C17 2.39799 4.56097 -1.04386
C18 0.71423 -0.46841 1.84407
N3 1.74425 -1.30573 1.76787
N4 -0.41619 -0.93478 2.37826
H1 -3.23770 2.91357 -2.58283
H2 -2.10894 1.95704 -3.55690
H3 -3.34531 1.14933 -2.58033
H4 -2.26510 1.93368 -0.49676
H5 -1.01329 2.78927 -1.44982
H6 0.72506 -0.52409 -2.62122
H7 2.36105 -2.36075 -2.81693
H8 2.12607 -4.36183 -1.38496
H9 0.28308 -4.50951 0.23875
H10 -2.29237 -1.98919 0.54670
H11 -3.28278 -3.24675 2.80193
H12 -2.02099 -2.82572 3.98576
H13 -0.39135 2.70103 1.40310
H14 3.00866 2.51134 -1.42582
H15 3.70538 3.21332 0.04591
H16 3.20608 5.00479 -1.61781
H17 1.51023 4.50204 -1.66790
H18 2.18011 5.19411 -0.18803
H19 1.59524 -2.26642 2.03437
H20 2.57441 -0.99534 1.28068

The calculation puts the frontier orbital gap at 9.0 eV. The calculation puts the relative energy (zero: lowest compared OMol25 entry of this formula, charge and spin) at 0.0 kJ/mol. Its SMILES is CCOC(=O)c1ccccc1NC(=O)CSc1ncc(C(=O)OCC)c(N)n1. The value obtained for the lowest unoccupied orbital energy is 0.3 eV.



[2]
Computed, not measured: a molecular structure, IPb in a non-equilibrium geometry, with the ωB97M-V functional and the def2-TZVPD basis.

Geometry (Å):
Pb1 -1.42039 -0.02221 0.06900
I1 1.42039 0.02221 -0.06900

The total charge is +2. The calculation puts the frontier orbital gap (spin up / spin down) at 9.1 / 6.6 eV. The calculation puts the relative energy (zero: lowest compared OMol25 entry of this formula, charge and spin) at 8.0 kJ/mol. The value obtained for the lowest unoccupied orbital energy (spin up / spin down) is -12.3 / -14.4 eV. Its spin multiplicity is 2. Its expectation value of S² is 0.753.



[3]
Computed, not measured: C5H11NO in the gas phase in a non-equilibrium geometry, with the ωB97M-V functional and the def2-TZVPD basis.

Geometry (Å):
C1 -1.82405 -1.01402 1.07107
N1 -0.60952 -0.89467 0.28726
C2 -0.02226 0.26737 0.21630
C3 -0.55531 1.53846 0.83025
C4 0.98042 0.38804 -0.87269
C5 2.15456 -0.54647 -0.76961
O1 0.02207 -0.13056 -2.10365
H1 -1.60344 -0.88191 2.13671
H2 -2.21842 -2.02658 0.95747
H3 -2.59191 -0.29834 0.76283
H4 -0.83036 1.38253 1.87541
H5 0.18859 2.33507 0.76129
H6 -1.44334 1.86398 0.28184
H7 1.27310 1.42063 -1.06801
H8 1.82360 -1.58197 -0.66153
H9 2.78202 -0.28151 0.08894
H10 2.76486 -0.48576 -1.67544
H11 -0.29062 -1.05431 -2.11843

The calculation puts the frontier orbital gap at 10.3 eV. The calculation puts the relative energy (zero: lowest compared OMol25 entry of this formula, charge and spin) at 230.4 kJ/mol. Its SMILES is C/N=C(\C)[C@@H](C)O. The value obtained for the lowest unoccupied orbital energy is 0.9 eV.



[4]
Computed, not measured: a gas-phase ion, C11H14FN2 (charge +1) in a non-equilibrium geometry, with the ωB97M-V functional and the def2-TZVPD basis.

Geometry (Å):
C1 -2.12431 -0.37415 1.98532
C2 -0.68396 -0.66869 1.47015
C3 0.30122 -0.60526 2.58714
N1 1.26355 0.21308 2.47131
C4 1.34452 0.75373 1.14451
N2 1.57507 2.35027 1.18525
C5 -0.29178 0.34629 0.42247
C6 -0.06735 -0.15329 -0.96480
C7 0.74053 -1.25200 -1.13093
C8 0.84226 -1.73633 -2.39710
C9 0.11760 -1.21157 -3.47445
F1 0.30011 -1.59845 -4.71358
C10 -0.63906 -0.08308 -3.27749
C11 -0.77257 0.44079 -2.02354
H1 -2.07041 0.59621 2.59185
H2 -2.47343 -1.19124 2.64729
H3 -2.75928 -0.23335 1.07746
H4 -0.68512 -1.60067 0.91279
H5 0.12912 -1.15330 3.45976
H6 2.04517 0.37310 0.42451
H7 1.62417 2.75588 0.26918
H8 2.47231 2.55692 1.72571
H9 0.92675 2.95211 1.78087
H10 -0.75760 1.32246 0.41752
H11 1.16543 -1.69825 -0.22044
H12 1.35383 -2.59019 -2.62876
H13 -1.27266 0.26379 -4.01722
H14 -1.60411 1.22523 -1.72480

The total charge is +1. The calculation puts the frontier orbital gap at 8.5 eV. The calculation puts the relative energy (zero: lowest compared OMol25 entry of this formula, charge and spin) at 378.0 kJ/mol. Its SMILES is C[C@@H]1C=N[C@H]([NH3+])[C@H]1c1ccc(F)cc1. The value obtained for the lowest unoccupied orbital energy is -3.5 eV.



[5]
Computed, not measured: a molecular structure, C35H43ClP2ScSi2 in a non-equilibrium geometry, with the ωB97M-V functional and the def2-TZVPD basis.

Geometry (Å):
C1 -1.93589 -1.30203 4.42566
C2 -2.71638 -0.71353 3.37358
C3 -2.58676 -1.54612 2.21000
H1 -3.33360 0.18473 3.45737
C4 -1.72089 -2.63808 2.54179
C5 -1.30776 -2.49157 3.90328
H2 -0.68298 -3.18651 4.46469
H3 -1.87869 -0.95324 5.45628
H4 -3.11161 -1.41170 1.26441
H5 -1.44844 -3.46496 1.88296
Sc1 -0.49442 -0.66690 2.73668
Si1 -0.53889 -0.20692 -3.42429
C6 -0.02479 1.30683 -4.43533
C7 1.30619 1.46034 -4.85061
H6 2.06602 0.73031 -4.55107
C8 1.67045 2.56511 -5.63300
H7 2.70502 2.67100 -5.96718
C9 0.70756 3.52325 -5.98048
H8 0.98605 4.36945 -6.61652
C10 -0.60296 3.40395 -5.50586
H9 -1.34948 4.16253 -5.75384
C11 -0.96441 2.30943 -4.71024
H10 -1.97194 2.23092 -4.29439
C12 0.20997 -1.62806 -4.38775
C13 -0.24241 -1.79280 -5.70839
H11 -1.03315 -1.14393 -6.09661
C14 0.34345 -2.75725 -6.53257
H12 -0.00094 -2.86573 -7.56365
C15 1.37183 -3.57277 -6.04641
H13 1.81819 -4.33294 -6.68828
C16 1.82487 -3.40971 -4.73705
H14 2.62866 -4.04208 -4.34541
C17 1.26058 -2.42772 -3.91528
H15 1.65428 -2.27782 -2.90580
H16 -2.00758 -0.25998 -3.41310
Si2 0.77440 0.21233 -1.38509
C18 -0.10721 -1.45362 -0.96852
C19 -1.49905 -1.67222 -1.15172
H17 -2.19436 -0.83038 -1.23771
C20 -2.01276 -2.97005 -1.25864
H18 -3.05924 -3.10832 -1.52514
C21 -1.18662 -4.06831 -1.02734
H19 -1.57388 -5.07698 -1.14105
C22 0.13714 -3.85920 -0.61996
H20 0.76998 -4.70996 -0.35426
C23 0.65845 -2.56511 -0.55211
H21 1.67417 -2.39979 -0.19172
C24 -0.32516 1.67992 -0.95668
C25 -1.59016 1.53721 -0.36754
H22 -1.89380 0.58987 0.07766
C26 -2.50581 2.59245 -0.37885
H23 -3.51419 2.44213 0.01625
C27 -2.12774 3.82664 -0.90847
H24 -2.85156 4.64077 -0.95522
C28 -0.81552 4.01258 -1.36357
H25 -0.51325 4.98498 -1.74460
C29 0.10043 2.96227 -1.34719
H26 1.13104 3.11464 -1.67523
H27 2.18344 0.46211 -1.07691
Cl1 1.32766 0.07061 1.37528
C30 -0.70192 3.15788 2.94763
P1 -0.07894 1.73683 3.89335
C31 -0.65045 2.04480 5.59088
C32 1.73711 2.09512 4.03935
C33 2.58526 0.86448 4.40267
P2 1.65221 -0.73802 4.39984
C34 2.91595 -1.92565 3.84187
C35 1.51080 -1.11498 6.17399
H28 -0.57680 2.98394 1.87056
H29 -0.16234 4.06999 3.24201
H30 -1.77311 3.27024 3.15896
H31 -1.45349 1.33530 5.83138
H32 0.16454 1.92026 6.31982
H33 -1.04519 3.07306 5.64856
H34 2.06363 2.50149 3.07326
H35 1.84680 2.88337 4.79345
H36 3.40928 0.74528 3.68138
H37 3.03617 0.96975 5.39976
H38 3.61191 -2.12650 4.66981
H39 2.41585 -2.85951 3.54582
H40 3.45416 -1.52355 2.97408
H41 1.14371 -0.24313 6.72934
H42 2.50402 -1.41460 6.54021
H43 0.80533 -1.94592 6.29680

The total charge is +1. The calculation puts the frontier orbital gap at 6.0 eV. The calculation puts the relative energy (zero: lowest compared OMol25 entry of this formula, charge and spin) at 0.0 kJ/mol. The value obtained for the lowest unoccupied orbital energy is -3.5 eV.



[6]
Computed, not measured: 2 unconnected molecules or ions with the total composition C3H3IS in a non-equilibrium geometry, with the ωB97M-V functional and the def2-TZVPD basis.

Geometry (Å):
C1 -1.54392 1.40394 -0.28295
C2 -1.23053 0.60007 0.48700
C3 1.31726 0.08982 1.22070
S1 2.19580 -0.02716 -0.17099
I1 1.99581 0.66550 3.04549
H1 -1.55814 2.41549 -0.67589
H2 -1.60592 -0.30178 1.23469
H3 1.08764 -0.64660 -0.64094

The calculation puts the frontier orbital gap at 7.4 eV. The calculation puts the relative energy (zero: lowest compared OMol25 entry of this formula, charge and spin) at 380.9 kJ/mol. The value obtained for the lowest unoccupied orbital energy is -0.5 eV.